C9H8N2O2 | wB97M-V/def2-TZVPD

```
21
Properties=species:S:1:pos:R:3:forces:R:3
C 2.6228 0.9204 -1.2744 1.0 -1.1 0.6
C -1.6067 -1.4310 -0.9019 1.1 0.2 0.5
C -0.9576 -0.8231 -1.9982 -1.1 -0.6 1.1
C -0.9181 -1.6793 0.3345 0.6 0.6 -2.5
C 0.3642 -0.4736 -1.8234 -0.5 0.6 -1.4
C 0.4439 -1.3565 0.4248 -0.7 -0.7 1.4
C 1.0386 -0.7681 -0.6913 1.2 0.0 2.3
C 3.3045 -0.7601 0.4964 0.9 0.2 1.4
C 2.4632 -0.2994 -0.5621 -2.5 -0.3 -0.1
N 2.6327 1.9034 -1.8321 0.2 1.9 -1.1
N 1.3094 1.5025 1.7380 -2.2 -0.7 0.7
O 3.4200 -1.4323 -0.6244 1.1 -0.4 -0.6
O 3.7812 -0.7165 1.5849 -0.4 -0.1 -0.5
H -2.6515 -1.6797 -0.9845 -0.2 -0.1 0.1
H -1.5120 -0.5958 -2.9172 0.3 -0.1 0.5
H -1.4275 -2.1605 1.1231 -0.5 -0.3 0.8
H 0.8667 0.1470 -2.5477 0.0 -0.2 -0.4
H 0.9824 -1.5286 1.4422 -0.8 0.3 -2.1
H 2.2135 1.8858 1.9204 0.3 0.3 0.5
H 1.3394 0.4817 1.9137 0.0 1.2 0.1
H 0.5388 1.9145 2.3533 1.9 -0.7 -1.1
```
Positions in Å, forces in eV/Å.

## Properties
- Kohn-Sham gap: 10.07 eV
- Energy relative to the best compared isomer or geometry (same formula, charge and spin): 75.0 kcal/mol
- Multiplicity: 1
- HOMO level: -9.90 eV
- LUMO: 0.17 eV
- SMILES string: N#C[C@@]1(c2ccccc2)OC1=O.N

C4H5O3S | wB97M-V/def2-TZVPD

```
13
Properties=species:S:1:pos:R:3:forces:R:3
C 0.0053 -1.7247 -0.0683 -3.8 0.7 -2.2
C -1.2639 1.0368 -0.5518 0.9 -1.1 -1.0
C -0.8406 0.5929 0.7599 -0.9 -2.3 1.5
C 0.2465 -0.3792 0.2416 -0.4 2.2 0.3
O 2.7917 -0.5212 -0.4258 0.7 -0.7 -0.9
O -1.1055 -2.1321 -0.5222 0.5 0.4 1.1
O 1.8836 1.7738 -0.1358 -0.4 0.0 -0.3
S 1.9750 0.3869 0.3667 -0.9 -0.2 1.4
H 0.7199 -2.4424 -0.2090 2.9 -1.4 0.4
H -1.8376 0.3013 -1.0930 -0.4 0.1 -0.1
H -0.6244 1.6616 -1.1796 -0.1 0.2 0.5
H -0.2994 1.2685 1.3225 0.9 2.0 1.1
H -1.6507 0.1778 1.4949 1.3 0.3 -1.7
```
Positions in Å, forces in eV/Å.

## Properties
- Kohn-Sham gap (alpha / beta): 7.03 / 6.39 eV
- Energy relative to the best compared isomer or geometry (same formula, charge and spin): 96.1 kcal/mol
- Multiplicity: 1
- HOMO level (alpha / beta): -3.57 / -3.46 eV
- Total charge: -1
- LUMO (alpha / beta): 3.47 / 2.93 eV

C4H13NOS | wB97M-V/def2-TZVPD

```
20
Properties=species:S:1:pos:R:3:forces:R:3
C -0.4639 -0.4025 -0.1492 2.6 0.7 0.2
C 0.3508 -1.5895 0.3563 0.0 0.0 0.3
S -0.4900 -2.4386 1.7588 0.0 -0.3 -0.5
C -0.4095 0.7994 0.8015 -0.5 0.9 0.1
N 0.8340 1.0075 1.5509 -0.8 -1.6 -0.5
C 0.6438 1.7680 2.7492 0.2 1.6 -0.2
H -1.4683 -0.6414 -0.3460 -1.3 -0.5 -0.3
H 0.0120 -0.1123 -1.0940 -0.2 0.0 -0.1
H 0.6364 -2.2176 -0.4898 -0.5 -0.5 0.3
H 1.2903 -1.2924 0.8150 0.0 0.5 -0.3
H -0.3644 -3.6752 1.2616 -0.1 0.0 0.1
H -1.2549 0.7208 1.4942 0.3 -0.1 0.2
H -0.6056 1.7347 0.2461 -0.3 -0.3 -0.2
H 1.5227 1.3217 0.8882 0.4 0.4 0.4
H -0.2485 1.4391 3.2627 0.0 -0.4 0.3
H 1.5007 1.7767 3.4066 0.3 -0.6 0.2
H 0.4873 2.8477 2.5830 -0.2 0.0 -0.3
H -0.9860 0.1954 -5.9497 -0.2 0.5 -0.1
H -0.3808 -1.0552 -6.3979 0.2 -0.2 -0.4
O -0.6062 -0.1862 -6.7474 -0.1 -0.3 0.6
```
Positions in Å, forces in eV/Å.

## Properties
- Kohn-Sham gap: 9.15 eV
- Energy relative to the best compared isomer or geometry (same formula, charge and spin): 27.4 kcal/mol
- Multiplicity: 1
- HOMO level: -8.67 eV
- LUMO: 0.49 eV
- SMILES string: CNCCCS.O

C61H37I6LuN7O4 | wB97M-V/def2-TZVPD

```
116
Properties=species:S:1:pos:R:3:forces:R:3
Lu 0.9861 0.0646 -0.0990 0.5 -0.1 -1.1
I -10.0365 3.2231 3.8117 0.4 -0.2 -0.1
C -8.1104 2.4329 3.4145 -0.5 0.1 0.1
C -7.2141 2.2802 4.4555 0.0 0.1 0.1
C -5.9520 1.7758 4.1970 0.0 0.0 -0.1
C -5.5924 1.4039 2.9062 -0.1 0.0 -0.1
C -6.5151 1.5551 1.8772 0.0 0.0 0.1
C -7.7757 2.0675 2.1253 -0.1 0.1 -0.1
C -4.2715 0.8097 2.6293 -0.1 -0.9 -0.1
C -4.0913 -0.5183 2.4824 0.2 0.7 0.1
C -4.6816 -1.8270 2.2991 -0.1 -0.5 -0.2
C -3.4533 -2.3364 2.0258 -0.7 0.3 0.1
C -2.1138 -0.2229 1.3744 -0.4 0.1 -1.2
C -2.1185 -0.3044 0.0037 0.2 -0.4 0.9
C -2.1994 0.7611 -0.9845 -0.6 0.6 -0.6
C -2.7318 2.0307 -0.7226 0.2 -0.3 0.0
C -3.0048 2.9120 -1.7515 0.0 0.1 0.0
C -2.7543 2.5374 -3.0571 -0.1 0.3 -0.4
I -3.1332 3.8964 -4.6376 0.1 -0.2 0.3
C -2.2482 1.2863 -3.3558 0.0 0.2 -0.2
C -1.9797 0.4109 -2.3282 0.0 0.0 0.4
C -1.7233 -1.6484 -0.5027 0.4 -0.1 0.1
N -0.3582 -1.6693 -0.4881 -0.7 -1.2 -0.3
C 0.0301 -2.9521 -0.2423 -0.4 0.4 -0.1
C 1.3237 -3.0511 0.4617 -0.2 0.9 0.5
C 2.3279 -3.9505 -0.0384 0.6 -0.4 -0.2
C 3.7018 -3.6859 0.0964 -0.3 0.0 0.1
C 4.6475 -4.4603 -0.5409 0.2 -0.2 0.0
C 4.2438 -5.5285 -1.3243 0.4 -0.3 -0.3
I 5.6923 -6.7182 -2.3190 -0.3 0.3 0.2
C 2.9019 -5.8276 -1.4772 0.1 -0.2 -0.1
C 1.9615 -5.0481 -0.8421 0.0 0.2 0.3
C 1.4713 -2.1267 1.5112 -0.6 -1.2 -0.5
C 2.4173 -2.0970 2.6045 0.1 0.4 0.4
C 2.1334 -1.0080 3.3631 0.3 -0.5 0.0
C 0.9966 -0.3398 2.7541 -0.7 1.1 0.8
N 0.5951 -1.0686 1.6817 0.0 -0.4 1.0
C 0.4414 0.8942 3.1082 0.9 -1.4 0.1
C -0.8010 1.5114 2.7333 -0.5 0.8 0.4
C -1.2711 2.6761 3.3784 0.5 -0.3 -0.3
C -2.6577 2.7124 3.3262 -0.5 -0.4 -0.4
C -3.0615 1.5823 2.6324 0.5 0.6 0.1
N -1.9240 0.9533 2.1437 -0.5 0.3 0.0
C 1.1139 1.5597 4.2587 0.1 0.0 0.0
C 0.9522 1.0050 5.5274 0.0 0.2 -0.1
C 1.5679 1.5630 6.6318 0.0 -0.1 0.2
C 2.3467 2.6906 6.4629 0.3 0.2 0.4
I 3.3144 3.5266 8.1546 -0.2 -0.1 -0.3
C 2.5228 3.2644 5.2186 0.1 0.2 0.1
C 1.9043 2.6951 4.1173 -0.1 -0.1 -0.1
C -1.0902 -3.7811 -0.2887 0.2 -0.2 0.1
C -2.2099 -2.9409 -0.4506 -0.1 0.2 -0.4
N -2.7665 -1.1152 2.2464 0.7 0.0 0.8
H -7.4917 2.5506 5.4630 0.0 0.0 0.1
H -5.2478 1.6512 5.0068 0.1 0.0 0.0
H -6.2490 1.2582 0.8739 0.1 0.0 -0.1
H -8.4837 2.1758 1.3177 -0.1 0.0 0.0
H -5.6747 -2.2102 2.4052 -0.2 -0.2 0.1
H -2.9999 -3.2882 1.8522 0.1 -0.2 -0.1
H -2.9196 2.3477 0.2916 0.0 0.0 0.1
H -3.4028 3.8923 -1.5339 0.0 0.0 0.0
H -2.0792 0.9928 -4.3812 0.0 0.0 -0.1
H -1.5963 -0.5740 -2.5478 0.0 0.0 0.0
H 4.0210 -2.8225 0.6590 0.0 0.1 0.0
H 5.6976 -4.2254 -0.4364 0.0 0.0 0.0
H 2.5889 -6.6618 -2.0889 0.0 0.0 0.0
H 0.9180 -5.2902 -0.9633 -0.1 0.1 -0.1
H 3.1768 -2.8386 2.7805 0.1 0.0 0.1
H 2.6385 -0.6952 4.2608 0.1 0.0 0.1
H -0.6508 3.3949 3.8745 0.1 0.0 0.2
H -3.2998 3.4400 3.7838 -0.2 0.1 0.1
H 0.3313 0.1279 5.6420 -0.1 -0.1 0.0
H 1.4373 1.1287 7.6121 0.0 0.0 0.0
H 3.1322 4.1491 5.1109 0.1 0.0 -0.1
H 2.0374 3.1235 3.1351 0.0 0.0 -0.1
H -1.1349 -4.8430 -0.1222 0.1 -0.2 0.0
H -3.2364 -3.2428 -0.5467 -0.2 0.0 0.2
I -0.3968 4.9291 -0.2834 0.2 0.1 -0.2
C 0.8065 3.9746 -1.7166 -0.6 -0.5 0.8
C 1.4295 4.6793 -2.7287 0.4 0.1 -0.6
C 2.2733 4.0328 -3.6016 0.0 0.8 -0.3
I 3.1119 5.1529 -5.1951 -0.2 -0.2 0.3
C 2.5929 2.6768 -3.4326 -0.1 -0.3 0.3
C 3.5514 1.9637 -4.1807 0.0 -0.2 0.1
C 3.8616 0.6743 -3.8401 -0.1 0.1 0.0
C 3.2033 0.0762 -2.7582 -0.2 0.0 0.2
N 2.2494 0.6839 -2.0853 0.4 0.0 -0.1
C 1.9350 1.9596 -2.3891 0.0 0.5 -0.3
C 0.9329 2.5900 -1.5533 0.3 1.0 -0.7
O 0.2392 1.9306 -0.7148 -0.3 0.0 0.1
H 1.2415 5.7367 -2.8327 0.0 0.1 0.0
H 4.0599 2.4526 -5.0002 0.0 0.0 0.0
H 4.6071 0.1172 -4.3875 0.1 0.0 0.0
H 3.4533 -0.9303 -2.4408 0.0 0.0 0.0
C 4.4788 1.0452 1.8877 -0.3 -0.2 -0.3
C 3.2742 0.7431 1.0070 1.3 0.6 0.5
O 2.3332 1.5703 0.9835 -0.1 0.4 0.1
O 3.2394 -0.3173 0.3345 -0.1 -0.5 -0.2
H 4.7963 2.0745 1.7439 0.0 0.1 0.0
H 5.2938 0.3626 1.6696 0.1 -0.1 0.0
H 4.1643 0.9309 2.9230 0.0 0.0 0.1
N 2.2569 -2.6456 -7.8934 0.2 0.2 -0.3
C 1.5810 -3.3610 -6.9600 0.1 0.2 0.0
O 1.2606 -4.5149 -7.1357 -0.1 -0.3 0.1
C 1.2759 -2.6024 -5.7050 -0.2 0.1 0.4
C 1.3831 -3.2434 -4.4761 0.0 0.1 -0.3
C 1.1025 -2.5239 -3.3250 0.0 -0.2 0.0
N 0.7253 -1.2529 -3.3298 -0.3 -0.1 -0.1
C 0.5998 -0.6536 -4.5052 0.0 0.1 -0.2
C 0.8616 -1.2720 -5.7176 0.1 -0.2 0.0
H 2.5206 -3.0956 -8.7548 -0.1 0.0 0.1
H 2.5886 -1.7169 -7.7092 0.0 0.0 0.0
H 1.6841 -4.2786 -4.4355 0.0 -0.1 0.1
H 1.1739 -2.9846 -2.3518 0.0 -0.1 0.1
H 0.2767 0.3790 -4.4754 0.0 0.1 0.0
H 0.7123 -0.7389 -6.6467 0.0 0.1 0.0
```
Positions in Å, forces in eV/Å.

## Properties
- Kohn-Sham gap (alpha / beta): 5.27 / 5.23 eV
- Energy relative to the best compared isomer or geometry (same formula, charge and spin): 75.1 kcal/mol
- Multiplicity: 1
- HOMO level (alpha / beta): -3.77 / -3.75 eV
- Total charge: -1
- LUMO (alpha / beta): 1.50 / 1.48 eV

C20H25N3O4S | wB97M-V/def2-TZVPD

```
53
Properties=species:S:1:pos:R:3:forces:R:3
C -5.9149 -0.9269 -0.2168 -0.2 0.0 0.1
H -6.7781 -0.8057 -0.8689 0.0 0.0 0.1
O -4.7945 -0.9386 -1.0678 0.3 0.0 -0.2
C -3.5612 -1.0991 -0.5161 0.2 0.0 0.0
C -2.4872 -1.1425 -1.4059 -0.2 0.0 0.1
C -1.1917 -1.2667 -0.9531 -0.2 0.0 0.1
C -0.9169 -1.3685 0.4119 -0.8 -0.1 -0.5
C -1.9969 -1.3572 1.2949 0.5 -0.1 -0.1
C -3.2988 -1.2177 0.8438 -0.4 0.1 -0.2
H -4.0965 -1.2111 1.5697 -0.1 0.0 0.0
H -1.8345 -1.4665 2.3561 0.0 0.0 0.1
N 0.3990 -1.4741 0.8832 1.0 -0.7 -0.2
S 1.6719 -2.1347 0.0056 -0.1 0.0 0.0
O 2.5246 -2.7892 0.9514 0.1 0.3 0.0
O 1.1409 -2.8977 -1.0796 -0.2 0.3 -0.1
C 2.5543 -0.7047 -0.6226 -0.1 -0.5 0.3
C 3.6018 -0.1828 0.1165 0.1 0.0 0.0
C 4.2451 0.9463 -0.3642 -0.2 -0.1 -0.1
C 3.8019 1.4904 -1.5614 0.3 0.0 0.3
N 2.8191 0.9722 -2.2807 -0.2 0.1 -0.4
C 2.2108 -0.1068 -1.8229 -0.3 -0.2 0.0
H 1.4304 -0.5170 -2.4476 -0.1 -0.1 0.0
H 4.2565 2.3803 -1.9760 0.1 0.1 0.1
H 5.0591 1.3941 0.1818 0.1 0.1 0.0
H 3.8983 -0.6613 1.0357 0.1 0.0 0.1
C 0.8166 -0.8057 2.0974 0.4 0.3 0.4
H 1.7660 -1.2521 2.3941 -0.2 0.2 0.2
H 0.0975 -0.9652 2.9045 0.1 -0.1 -0.1
C 1.0164 0.7018 1.8746 -0.2 -0.4 0.2
O 2.0810 1.2559 2.0642 0.3 0.1 0.2
N -0.0949 1.3318 1.4638 -0.5 0.2 -0.2
H -0.9141 0.7840 1.2472 0.1 0.0 0.1
C -0.1232 2.7329 1.0859 0.3 0.4 0.1
C 0.4038 2.9339 -0.3392 0.0 -0.3 0.1
C -0.5277 2.3025 -1.3680 0.0 0.4 0.0
C -1.9302 2.8904 -1.2451 0.0 -0.3 0.0
C -2.4814 2.6698 0.1604 0.0 0.3 -0.1
C -1.5488 3.2689 1.2133 0.0 -0.2 0.0
H -1.9295 3.0594 2.2153 0.0 0.1 0.1
H -1.5179 4.3525 1.0870 0.0 0.1 0.0
H -3.4659 3.1338 0.2495 -0.1 -0.1 0.0
H -2.6117 1.5977 0.3294 -0.1 -0.1 0.0
H -2.5937 2.4246 -1.9758 0.0 0.1 -0.1
H -1.8939 3.9616 -1.4560 0.0 0.1 -0.1
H -0.5716 1.2221 -1.2131 0.0 0.0 0.0
H -0.1322 2.4770 -2.3695 0.0 -0.1 0.0
H 0.4876 4.0054 -0.5294 0.0 0.1 0.0
H 1.4024 2.5011 -0.4124 0.1 0.1 0.0
H 0.5425 3.2527 1.7850 -0.1 0.0 -0.1
H -0.3865 -1.3251 -1.6626 0.0 0.1 -0.1
H -2.6934 -1.0666 -2.4612 0.0 0.0 -0.2
H -6.0098 -1.8664 0.3368 0.0 0.0 0.0
H -5.8756 -0.0902 0.4887 0.0 0.0 0.0
```
Positions in Å, forces in eV/Å.

## Properties
- Kohn-Sham gap: 8.87 eV
- Energy relative to the best compared isomer or geometry (same formula, charge and spin): 64.6 kcal/mol
- Multiplicity: 1
- HOMO level: -8.31 eV
- LUMO: 0.55 eV
- SMILES string: COc1ccc(N(CC(=O)NC2CCCCC2)S(=O)(=O)c2cccnc2)cc1

C21H54NO13P2S | wB97M-V/def2-TZVPD

```
92
Properties=species:S:1:pos:R:3:forces:R:3
C 0.1850 2.0482 -2.9548 -0.4 0.2 -0.6
C 0.6562 2.3357 -4.3671 0.0 -0.6 0.2
O -0.4758 2.4842 -5.2573 0.1 0.1 0.1
C -0.8478 3.7958 -5.4892 0.3 -0.3 0.4
S -2.6835 3.9820 -5.4092 0.0 0.2 -1.5
P -3.4048 2.3960 -3.9972 0.1 -0.8 1.6
N -4.9839 2.3533 -4.5767 0.0 0.6 0.1
O -2.9160 1.0008 -4.6061 0.4 0.3 -0.4
P -3.0427 5.8720 -4.2899 -0.8 0.3 -0.1
O -1.8864 6.7634 -4.9558 0.4 -0.1 0.4
O -2.3787 5.4278 -2.8870 0.5 0.4 0.2
H -0.1294 1.0129 -2.8944 0.0 -0.3 0.2
H -0.7008 2.6465 -2.7674 -0.1 0.3 0.4
H 0.9438 2.2501 -2.2138 0.2 0.0 0.3
H 1.1845 1.4738 -4.7478 0.3 -0.1 -0.2
H 1.3288 3.1824 -4.4274 0.0 0.4 -0.1
H -0.5331 4.1185 -6.4740 -0.3 0.1 -0.4
H -0.4182 4.4741 -4.7602 0.0 0.2 0.3
H -5.5655 1.9129 -3.8646 -0.1 -0.3 -0.1
H -5.3590 3.2930 -4.6878 -0.2 -0.1 -0.2
H -1.9697 0.9013 -4.3983 -0.1 -0.3 -0.1
H -1.0413 6.6441 -4.4842 0.0 0.2 -0.4
H -2.1088 6.2125 -2.3709 -0.2 -0.4 0.1
C -6.0545 -0.8653 -5.9145 -0.1 0.1 0.1
O -7.2076 -1.0693 -5.1324 0.1 -0.2 0.0
C -8.3561 -1.3624 -5.9141 0.0 0.2 0.1
C -9.3775 -2.1320 -5.1097 -0.1 0.0 0.0
O -9.0671 -3.5030 -4.9366 0.0 0.0 0.0
C -8.0320 -3.8371 -4.0266 0.0 -0.2 -0.1
C -8.4110 -3.6877 -2.5718 0.2 0.2 0.1
O -8.3935 -2.3245 -2.1740 -0.2 0.0 -0.1
C -9.2801 -2.0637 -1.1081 0.1 0.0 0.0
H -6.1586 0.0316 -6.5371 0.1 0.0 -0.1
H -5.2169 -0.7289 -5.2321 0.0 0.0 0.0
H -5.8452 -1.7321 -6.5510 0.0 0.0 -0.1
H -8.0761 -1.9496 -6.7958 0.0 0.0 0.0
H -8.8037 -0.4151 -6.2458 0.0 -0.1 -0.1
H -10.3092 -2.1252 -5.6787 0.0 0.0 0.0
H -9.5732 -1.6441 -4.1528 0.1 0.1 0.0
H -7.1111 -3.2964 -4.2521 0.0 0.1 0.1
H -7.8374 -4.8968 -4.2039 0.0 0.0 0.0
H -7.6853 -4.2370 -1.9569 -0.1 -0.1 0.0
H -9.4052 -4.1200 -2.4147 0.0 0.0 0.0
H -10.3071 -2.3355 -1.3761 0.0 0.0 0.1
H -9.2472 -0.9950 -0.9057 0.0 0.0 0.0
H -8.9852 -2.6066 -0.2031 -0.1 0.0 0.0
C 2.3103 1.4314 4.3629 -0.1 -0.1 -0.1
O 2.7363 0.7967 3.1756 0.0 0.3 0.0
C 1.6928 0.6366 2.2363 0.2 -0.2 0.1
C 2.2624 0.5329 0.8411 -0.1 -0.1 -0.2
O 2.6777 1.7730 0.2811 0.0 0.0 0.0
C 3.8602 2.3636 0.8109 0.0 0.2 -0.1
C 5.1421 1.6646 0.4230 0.1 -0.1 0.3
O 5.3226 0.4873 1.1883 -0.2 -0.1 -0.1
C 6.0982 -0.4871 0.5244 0.0 0.1 0.1
H 1.5847 0.8103 4.9000 0.0 0.1 0.0
H 3.1826 1.5811 4.9910 0.0 -0.1 0.0
H 1.8662 2.4104 4.1471 -0.1 0.0 0.0
H 0.9950 1.4817 2.2854 0.0 0.0 0.0
H 1.1464 -0.2881 2.4687 -0.1 0.1 -0.1
H 1.4634 0.1809 0.1835 0.0 0.0 0.0
H 3.0654 -0.2046 0.8033 0.1 0.0 0.1
H 3.7921 2.4827 1.8925 0.1 -0.2 0.0
H 3.8880 3.3659 0.3770 0.0 0.0 0.0
H 5.9862 2.3396 0.6188 0.0 0.1 -0.2
H 5.1192 1.4300 -0.6482 0.0 0.0 0.0
H 5.6417 -0.7664 -0.4325 0.1 0.0 0.0
H 6.1340 -1.3679 1.1617 0.0 0.0 0.0
H 7.1197 -0.1316 0.3509 0.0 0.0 -0.1
C 8.5733 -3.1626 8.3886 0.0 0.0 -0.1
O 7.7534 -2.8548 7.2840 -0.2 0.1 0.2
C 6.9457 -3.9470 6.8846 0.2 0.1 -0.1
C 5.7127 -3.4703 6.1530 -0.1 -0.1 -0.1
O 4.6983 -2.9494 6.9973 0.0 0.0 0.0
C 4.9122 -1.6699 7.5704 -0.1 0.0 0.2
C 4.7638 -0.5238 6.5970 0.2 0.1 0.0
O 5.9051 -0.4052 5.7694 0.0 -0.2 -0.1
C 5.6083 0.1751 4.5163 0.2 -0.1 0.1
H 9.3100 -3.9332 8.1337 0.0 0.0 0.1
H 9.0973 -2.2526 8.6727 0.0 0.0 0.0
H 7.9739 -3.5019 9.2413 0.0 -0.1 0.0
H 6.6400 -4.5360 7.7575 0.0 0.0 0.0
H 7.5327 -4.5882 6.2119 -0.1 -0.1 0.0
H 5.2594 -4.3432 5.6781 0.0 0.0 0.0
H 5.9738 -2.7636 5.3630 0.1 0.1 0.1
H 5.8676 -1.6205 8.0950 0.1 0.1 -0.1
H 4.1242 -1.5650 8.3198 0.0 0.0 0.0
H 4.6467 0.4115 7.1646 -0.2 0.0 0.0
H 3.8644 -0.6850 5.9898 0.0 0.0 0.0
H 4.8496 -0.4047 3.9841 -0.1 0.1 0.0
H 6.5222 0.1725 3.9262 0.0 0.0 0.0
H 5.2660 1.2094 4.6338 0.0 0.0 -0.1
```
Positions in Å, forces in eV/Å.

## Properties
- Kohn-Sham gap: 6.56 eV
- Multiplicity: 1
- HOMO level: -10.12 eV
- Total charge: +1
- LUMO: -3.55 eV

C4H9NOS2 | wB97M-V/def2-TZVPD

```
17
Properties=species:S:1:pos:R:3:forces:R:3
S -0.6859 0.9378 3.1751 0.0 0.2 0.1
S -1.2455 -0.1389 1.5420 0.3 -0.4 -0.4
C 0.2847 -0.2226 0.5059 -0.2 -0.5 0.5
C 0.2744 0.8119 -0.6390 0.6 -0.5 0.5
N -0.1392 0.2627 -1.9122 2.1 0.2 0.5
C 0.6742 -0.6079 -2.6324 -1.8 -0.2 -0.3
C 2.1311 -0.5998 -2.3636 0.6 0.9 0.6
O 0.1858 -1.3627 -3.4456 -0.1 0.0 -0.4
H -0.4059 -0.0728 4.0120 0.1 -0.1 0.0
H 0.4101 -1.2576 0.1651 -0.6 0.2 -0.4
H 1.1427 -0.1812 1.1760 -0.1 0.8 0.1
H 1.2864 1.2204 -0.6741 -0.1 0.2 -0.3
H -0.3995 1.6159 -0.3786 -0.1 0.2 0.1
H -1.1053 0.3365 -2.0987 -0.9 -0.5 -0.6
H 2.4394 0.4285 -2.1558 0.3 -0.2 0.1
H 2.7153 -0.9577 -3.2014 -0.3 -0.2 -0.2
H 2.3439 -1.2208 -1.4925 0.1 0.1 0.0
```
Positions in Å, forces in eV/Å.

## Properties
- Kohn-Sham gap: 9.79 eV
- Energy relative to the best compared isomer or geometry (same formula, charge and spin): 6.0 kcal/mol
- Multiplicity: 1
- HOMO level: -9.32 eV
- LUMO: 0.47 eV
- SMILES string: CC(=O)NCCSS